Entry 1:
46
Properties=species:S:1:pos:R:3:mulliken_charge:R:1 method="wB97M-V/def2-TZVPD" homo_ev="-0.95 / -4.23" charge=-1 homo_lumo_gap_ev="3.707 / 6.968" e_lumo_ev="2.75 / 2.74" multiplicity=3
C 0.68034 0.50082 -4.29384 -1.243
Ti -0.69739 1.20343 -2.91228 0.015
N -2.48694 2.20264 -1.29285 -0.598
H -1.88213 0.35429 -3.55690 -0.078
H -2.98274 1.45068 -0.82292 0.154
H -1.32814 2.67178 -2.91262 -0.083
H 0.24715 1.11413 -5.12409 0.329
H 0.73622 -0.53822 -4.69076 0.252
H 1.66719 0.84982 -3.91986 0.239
H -1.99997 2.81178 -0.62497 0.219
H -3.16969 2.80332 -1.78080 0.293
O -0.35226 0.03040 -1.44595 -0.390
P 0.07498 -0.31592 0.01910 1.617
C 0.91124 -1.90136 0.13876 0.581
C 0.54660 -2.80598 1.16613 -0.453
C 1.21629 -4.01919 1.32014 -0.669
C 2.28498 -4.33852 0.46996 -0.488
C 2.66984 -3.43985 -0.54233 -0.642
C 1.98066 -2.23689 -0.70657 -0.508
C 1.11225 1.05231 0.48807 0.227
C 0.53317 2.20702 1.02086 -0.243
C 1.27969 3.37481 1.15279 -0.853
C 2.63500 3.38188 0.75057 -0.560
C 3.20514 2.22262 0.22263 -0.647
C 2.46538 1.05848 0.10746 -0.371
C -1.36881 -0.38821 1.06290 -0.014
C -2.59733 -0.82499 0.55074 -0.868
C -3.71789 -0.85702 1.37893 -0.524
C -3.62105 -0.47793 2.72027 -0.406
C -2.38642 -0.06855 3.24661 -0.788
C -1.25883 -0.04060 2.41994 0.026
H -0.26058 -2.55954 1.85459 0.211
H 0.93734 -4.71644 2.12691 0.341
H 2.83296 -5.28007 0.58976 0.314
H 3.53095 -3.66204 -1.18430 0.356
H 2.27287 -1.53864 -1.49076 0.327
H -0.50359 2.19040 1.37138 0.466
H 0.83760 4.25771 1.60455 0.389
H 3.22522 4.28531 0.87822 0.346
H 4.26663 2.22001 -0.06745 0.358
H 2.91854 0.13896 -0.26307 0.221
H -2.65346 -1.15134 -0.48765 0.495
H -4.67431 -1.19501 0.96150 0.359
H -4.51276 -0.51096 3.35934 0.357
H -2.30683 0.21847 4.29491 0.387
H -0.30712 0.26620 2.84290 0.546

---

Entry 2:
75
Properties=species:S:1:pos:R:3:mulliken_charge:R:1 method="wB97M-V/def2-TZVPD" homo_ev=-16.35 charge=+3 homo_lumo_gap_ev=7.487 e_lumo_ev=-8.86
Pb -0.90308 0.12813 0.71456 1.387
O -3.18088 -0.15707 4.80554 -0.386
C -2.53844 -0.30931 3.67341 0.189
O -2.28808 0.57731 2.87856 -0.576
C -2.12532 -1.73437 3.41866 0.455
C -2.43502 -2.77763 4.27689 -0.489
C -2.02787 -4.05383 3.92510 -0.797
C -1.32739 -4.23815 2.74101 -0.767
C -1.06031 -3.13377 1.95213 1.048
N -1.45092 -1.91002 2.28937 -0.055
C -0.29141 -3.16135 0.65479 0.367
O 0.08049 -4.29608 0.11752 -0.424
O 0.01309 -2.12560 0.08603 -0.273
H -3.45851 0.76310 4.93751 0.424
H -2.97750 -2.59075 5.19435 0.559
H -2.25765 -4.89703 4.56386 0.486
H -1.00096 -5.23591 2.47132 0.273
H -0.25200 -5.08091 0.56714 0.301
N -0.43202 0.03858 -2.04441 -0.124
C 0.11474 1.04914 -2.90484 0.929
C -0.75624 1.69458 -3.77468 -0.701
C -0.30790 2.66388 -4.65443 -0.834
C 1.03836 3.00910 -4.69499 -0.822
C 1.90979 2.39757 -3.82074 -1.222
C 1.46444 1.42313 -2.91001 0.287
P 2.77738 0.84840 -1.86737 1.621
C 3.87439 -0.20830 -2.76274 0.191
C 5.17918 -0.46968 -2.32829 0.136
C 5.97473 -1.33857 -3.05487 -1.196
C 5.47391 -1.95522 -4.19753 -0.629
C 4.17045 -1.71657 -4.61798 -0.890
C 3.36722 -0.83910 -3.90613 -0.642
C 3.59119 2.25511 -1.17776 0.786
C 4.88207 2.62924 -1.56018 -0.256
C 5.41038 3.82660 -1.09865 -0.845
C 4.65147 4.65400 -0.28160 -0.686
C 3.35094 4.29892 0.06857 -0.738
C 2.81552 3.10867 -0.38244 -0.766
H -1.34582 -0.21569 -2.40225 0.290
H 0.13155 -0.80509 -2.02194 0.073
H -1.80821 1.41932 -3.77084 0.402
H -1.01463 3.14457 -5.32141 0.445
H 1.39879 3.75077 -5.39644 0.485
H 2.95838 2.68045 -3.83398 0.422
H 5.56548 -0.02229 -1.42151 0.629
H 6.99265 -1.53072 -2.73455 0.470
H 6.10841 -2.62482 -4.76839 0.462
H 3.78823 -2.19383 -5.51291 0.497
H 2.36207 -0.62477 -4.25300 0.453
H 5.46748 2.01768 -2.23260 0.594
H 6.41153 4.11905 -1.39471 0.484
H 5.06547 5.59361 0.06562 0.452
H 2.75017 4.96944 0.67316 0.526
H 1.78926 2.85577 -0.14510 0.295
C 4.40007 -4.40175 -0.75989 -0.595
O 4.59504 -3.81679 0.54055 -0.459
C 4.02759 -2.65095 0.81404 0.662
C 4.23795 -2.14137 2.10122 -1.180
C 3.66525 -0.95113 2.46479 -0.936
C 2.84599 -0.22636 1.58178 0.437
C 2.10721 0.93302 2.09369 0.840
C 2.71565 1.83442 3.11965 -1.619
O 0.93382 1.15492 1.73622 -0.519
C 2.71045 -0.72728 0.27880 -0.654
O 2.00787 0.02389 -0.68845 0.503
C 3.27191 -1.92274 -0.11128 0.377
H 4.87028 -5.37580 -0.72188 0.308
H 4.87847 -3.79422 -1.52712 0.203
H 3.33666 -4.51693 -0.98035 0.269
H 4.85510 -2.71124 2.78838 0.567
H 3.81414 -0.58028 3.47337 0.582
H 3.80108 1.80305 3.11009 0.470
H 2.35911 1.52724 4.11076 0.438
H 2.35972 2.84942 2.96691 0.387
H 3.13703 -2.27707 -1.12568 0.616

---

Entry 3:
107
Properties=species:S:1:pos:R:3:mulliken_charge:R:1 method="wB97M-V/def2-TZVPD" homo_ev=-15.13 charge=+3 homo_lumo_gap_ev=5.057 e_above_lowest_kj_mol=144.5 e_lumo_ev=-10.07
Na 2.55852 -0.36788 -0.70568 0.735
Na 2.99155 -3.96052 -0.10512 0.969
Na -0.07898 -4.23911 1.18485 0.865
Na 0.71641 -3.19319 -2.35932 0.811
Na -1.17887 0.24583 2.17908 0.667
Na -2.40063 -2.63264 -0.83809 0.845
P 0.10348 -1.54403 0.08749 -0.820
O 0.51395 -0.16490 0.53440 -0.133
O -0.96726 -2.01938 1.08671 -0.672
O 1.25016 -2.63805 0.09759 -0.529
O -0.47666 -1.55872 -1.33749 -0.779
C 1.89918 2.71115 2.40884 -0.340
O 1.93033 3.92289 1.69577 -0.472
C 0.67344 4.28294 1.13697 -0.720
C 0.24468 3.35554 -0.00441 -0.546
N -0.66348 2.28317 0.39498 0.409
C -1.83517 2.20012 -0.50483 -1.121
C -2.86937 1.13277 -0.15684 0.199
O -3.16741 0.98435 1.20687 -0.252
C -4.52199 0.66825 1.48260 -0.894
H 1.08124 2.73923 3.14244 0.308
H 2.86953 2.59187 2.88046 0.379
H 1.66840 1.85905 1.74637 -0.179
H 0.82465 5.29079 0.75638 0.331
H -0.10163 4.27498 1.91254 0.323
H 1.18599 2.90700 -0.35590 0.249
H -0.10544 3.92864 -0.86408 0.494
H -0.20018 1.39060 0.30056 0.040
H -1.58800 2.10976 -1.56703 0.443
H -2.37728 3.12613 -0.28772 0.507
H -2.66424 0.14603 -0.64256 -0.631
H -3.79744 1.36123 -0.70515 0.791
H -4.92225 -0.12639 0.84332 0.379
H -5.13136 1.56864 1.38418 0.337
H -4.57981 0.32423 2.51257 0.137
C -3.82066 1.70046 -5.23084 -0.698
O -3.03025 0.51601 -5.34837 -0.353
C -3.19435 -0.38171 -4.29855 0.481
C -2.27469 -1.57753 -4.50830 -1.286
N -0.91603 -1.39673 -4.03550 0.555
C -0.03166 -0.56127 -4.85121 -0.455
C 1.03475 -1.40074 -5.53823 -0.363
O 1.63417 -0.77729 -6.62499 -0.417
C 2.46551 0.30262 -6.28569 -0.610
H -4.75362 1.58498 -5.78393 0.274
H -3.25858 2.51572 -5.68038 0.271
H -4.02836 1.94430 -4.18633 0.260
H -4.24644 -0.71107 -4.21732 0.476
H -2.98754 0.09142 -3.31633 -0.358
H -2.22584 -1.82607 -5.57063 0.411
H -2.74092 -2.46912 -4.06180 0.359
H -0.84484 -1.15444 -3.06096 -0.070
H 0.41133 0.18212 -4.17490 0.271
H -0.58697 0.02664 -5.58526 0.376
H 0.58684 -2.32794 -5.90385 0.309
H 1.84970 -1.68470 -4.82539 0.115
H 1.90366 1.13396 -5.83833 0.266
H 2.89501 0.66542 -7.21533 0.310
H 3.26112 0.00295 -5.58717 0.208
C 4.14521 3.83199 -0.85052 -0.787
O 3.31864 2.80447 -1.38108 -0.139
C 3.92121 2.00945 -2.39012 -0.211
C 5.10505 1.23338 -1.87084 -0.931
N 4.73500 0.58050 -0.60147 0.219
C 5.76442 -0.37640 -0.20062 -0.823
C 5.50892 -1.09906 1.11486 -0.708
O 4.32996 -1.94385 1.14926 -0.264
C 3.32522 -1.38721 1.97266 -0.376
H 5.03222 3.43465 -0.33272 0.348
H 3.56735 4.37281 -0.10871 0.176
H 4.50192 4.48955 -1.64745 0.338
H 4.15721 2.59862 -3.28109 0.440
H 3.09830 1.33215 -2.66551 -0.113
H 5.95863 1.90356 -1.72630 0.361
H 5.39470 0.47911 -2.60460 0.516
H 4.61333 1.32387 0.08222 0.030
H 6.75921 0.06885 -0.05655 0.398
H 5.86440 -1.12666 -0.99075 0.375
H 5.42690 -0.37467 1.92770 0.411
H 6.37547 -1.73441 1.29297 0.433
H 2.98889 -0.37658 1.68311 0.171
H 3.66696 -1.25734 3.00463 0.584
H 2.41086 -1.96939 1.98407 -0.173
C -5.56572 -2.82715 6.09003 -0.757
O -4.77727 -3.35449 5.04323 -0.377
C -4.96069 -2.68363 3.82216 -0.806
C -3.72665 -2.92870 2.99252 -0.442
N -2.64190 -1.99096 3.26110 0.438
C -1.90644 -2.29174 4.49953 -0.695
C -0.61545 -1.50663 4.60331 -0.105
O -0.74329 -0.10793 4.72389 -0.355
C 0.45209 0.44479 5.27047 -0.805
H -6.63572 -2.89384 5.88122 0.330
H -5.26857 -1.79019 6.29194 0.324
H -5.36163 -3.40980 6.98531 0.259
H -5.08913 -1.60497 4.00055 0.296
H -5.87517 -3.01105 3.30673 0.483
H -3.98354 -2.84058 1.92641 0.123
H -3.46944 -3.98603 3.18858 0.376
H -1.97797 -2.05685 2.50143 -0.071
H -1.54224 -3.33370 4.47800 0.305
H -2.52964 -2.08157 5.36394 0.306
H 0.00815 -1.76848 3.71410 -0.168
H -0.03757 -1.91913 5.43881 0.685
H 1.34758 -0.06302 4.89385 0.284
H 0.46990 0.32265 6.35828 0.348
H 0.47492 1.50721 5.05032 0.284

---

Entry 4:
11
Properties=species:S:1:pos:R:3:mulliken_charge:R:1 method="wB97M-V/def2-TZVPD" homo_ev="-9.78 / -9.69" charge=0 homo_lumo_gap_ev="9.020 / 7.389" e_above_lowest_kj_mol=97.8 e_lumo_ev="-0.76 / -2.30" multiplicity=2
O 0.75131 -0.56009 -2.20177 -0.623
C -0.07206 0.43973 -2.44200 1.046
O 0.28003 1.49023 -1.72779 -0.617
O -1.22380 0.28132 -2.89754 -0.547
C -0.29301 0.31687 1.70252 -0.570
C -0.08330 -0.99740 1.54562 -0.461
H -1.16286 0.91078 1.41801 0.317
H -0.77289 -1.62304 0.97272 0.294
H 0.79806 -1.50316 1.94835 0.289
Ag 1.21123 0.27313 -0.44509 0.602
H 0.56729 0.97164 2.12696 0.270

---

Entry 5:
59
Properties=species:S:1:pos:R:3:mulliken_charge:R:1 method="wB97M-V/def2-TZVPD" homo_ev="-14.39 / -14.52" charge=+2 homo_lumo_gap_ev="8.280 / 7.470" e_above_lowest_kj_mol=15.7 e_lumo_ev="-6.11 / -7.05" multiplicity=3
Ni -0.06310 -0.00186 -1.39534 0.308
C 0.72186 1.54375 -3.75072 -0.749
C -0.32959 2.32490 -2.93486 -0.586
N -1.26519 1.40470 -2.24975 -0.203
C -2.24692 0.73932 -3.14661 -0.685
C -2.48620 -0.71679 -2.72879 -0.835
N -1.23658 -1.39451 -2.29965 -0.140
C -0.39142 -1.98458 -3.36353 -0.777
C 0.32940 -0.89947 -4.15326 -0.675
N 0.90962 0.14664 -3.25354 -0.120
H 0.46216 1.51353 -4.80821 0.402
H 1.67126 2.07202 -3.68063 0.409
H 0.16314 2.90763 -2.15532 0.414
H -0.86345 3.02332 -3.58230 0.386
H -1.75620 1.92512 -1.52976 0.382
H -3.19483 1.27745 -3.13074 0.530
H -1.87477 0.80361 -4.16684 0.293
H -3.16685 -0.74311 -1.87795 0.479
H -2.95938 -1.26558 -3.54598 0.346
H -1.48518 -2.13568 -1.65170 0.390
H 0.33447 -2.62987 -2.86473 0.431
H -0.97856 -2.61018 -4.04006 0.399
H 1.11466 -1.35695 -4.75500 0.528
H -0.34981 -0.41461 -4.85002 0.262
H 1.90616 -0.02526 -3.17642 0.414
F -3.00583 -0.00887 6.86785 -0.294
C -2.48934 -0.03246 5.64513 0.247
C -3.34687 -0.09605 4.56066 -0.568
C -2.80235 -0.12060 3.28719 -0.715
C -1.42035 -0.08179 3.12747 -0.113
C -0.57194 -0.01538 4.23314 -0.100
C -1.11075 0.00925 5.50729 -0.755
Sb -0.53443 -0.12998 1.23364 1.151
C 0.83117 1.50980 1.26997 0.460
C 1.78033 1.62555 0.25831 0.081
C 2.61967 2.72588 0.16000 -0.925
C 2.48710 3.72520 1.10979 0.227
F 3.28481 4.78565 1.03616 -0.297
C 1.55170 3.65289 2.12759 -0.721
C 0.72225 2.54421 2.19801 -0.470
C 0.82188 -1.76935 1.31743 0.414
C 1.64052 -2.02228 0.22036 0.182
C 2.49566 -3.11076 0.17183 -1.118
C 2.50481 -3.96910 1.25972 0.252
F 3.31255 -5.02410 1.23111 -0.295
C 1.69563 -3.76729 2.36291 -0.774
C 0.85369 -2.66594 2.38366 -0.366
H -4.41520 -0.12506 4.72291 0.472
H -3.46449 -0.17044 2.43262 0.361
H 0.50453 0.02037 4.11290 0.608
H -0.48513 0.06036 6.38761 0.480
H 1.96492 0.82296 -0.46811 0.023
H 3.37690 2.81402 -0.60678 0.531
H 1.48392 4.45791 2.84660 0.484
H -0.01925 2.49718 2.98653 0.434
H 1.67566 -1.35500 -0.65312 0.046
H 3.14870 -3.30477 -0.66754 0.523
H 1.73113 -4.46946 3.18453 0.481
H 0.21372 -2.51609 3.24434 0.451

---

Entry 6:
11
Properties=species:S:1:pos:R:3:mulliken_charge:R:1 method="wB97M-V/def2-TZVPD" homo_ev=-12.55 charge=+1 homo_lumo_gap_ev=6.003 e_above_lowest_kj_mol=153.1 e_lumo_ev=-6.54
H -0.91655 1.49972 -1.06208 0.367
O -1.30454 1.34758 3.42215 -0.262
C -1.47642 0.61869 2.54009 0.893
C -1.68631 -0.24068 1.54961 -0.818
C -1.59286 0.81561 -0.54416 -0.108
C -2.92716 0.92708 -0.48066 -0.626
O -0.96375 -0.07510 0.29460 -0.305
Ag 0.95785 -1.55198 -0.33298 0.886
H -2.26823 -1.14553 1.72261 0.435
H -3.57062 0.07112 -0.26796 0.274
H -3.36406 1.90008 -0.70301 0.265

---

| no. | E (eV) |
| --- | --- |
| 1 | -56015.3108 |
| 2 | -67573.1099 |
| 3 | -92162.1683 |
| 4 | -13313.6285 |
| 5 | -85514.2489 |
| 6 | -12295.4165 |